(1)
The following is a DFT calculation (the ωB97M-V functional and the def2-TZVPD basis) of a structure of composition C6H17InN.

Structure (XYZ):
```
25
Properties=species:S:1:pos:R:3:forces:R:3:lowdin_charge:R:1
C -1.75645 1.74407 -0.16145 -0.048 0.199 -0.112 -0.15
C -2.83662 1.04130 -0.97808 0.043 -0.272 -0.099 -0.44
N -2.62720 -0.38065 -1.22247 0.046 0.275 0.207 -0.23
In -1.30187 -1.55311 -0.01417 0.048 -0.494 -0.062 0.40
C 0.84573 -1.11701 -0.50197 -0.123 0.090 0.236 -0.31
C 1.50395 -0.20534 0.54416 0.141 -0.074 0.005 -0.57
C 2.23587 -1.03589 1.59769 -0.228 0.200 -0.009 -0.11
C 2.45114 0.82776 -0.06480 -0.175 0.063 0.020 -0.11
H -1.69448 1.34749 0.84941 0.062 -0.135 0.085 0.04
H -0.78741 1.63265 -0.64780 0.129 -0.065 0.029 0.06
H -1.97562 2.81415 -0.08872 -0.001 0.070 0.057 0.06
H -2.90558 1.58001 -1.93000 -0.155 0.032 -0.088 0.08
H -3.79548 1.19778 -0.46450 -0.088 0.081 0.047 0.08
H -2.46675 -0.51935 -2.20851 0.074 -0.115 -0.056 -0.02
H -1.64845 -3.27932 -0.38780 -0.008 0.177 -0.058 -0.15
H -1.56659 -1.25081 1.72181 -0.001 0.128 -0.061 -0.12
H 1.36520 -2.07812 -0.53674 0.103 -0.061 -0.042 0.02
H 0.93398 -0.68047 -1.49916 -0.111 0.051 -0.102 0.02
H 0.74095 0.36180 1.08782 -0.129 0.038 -0.043 0.08
H 1.58208 -1.82885 1.95785 -0.008 -0.101 0.057 0.07
H 3.13382 -1.48284 1.16881 0.073 -0.103 -0.018 0.07
H 2.52058 -0.42034 2.45337 0.125 0.010 0.070 0.07
H 1.96449 1.33338 -0.89934 0.001 0.045 -0.075 0.06
H 3.36110 0.35542 -0.43830 0.084 -0.047 -0.065 0.07
H 2.72361 1.59631 0.66291 0.147 0.009 0.078 0.06
```
Positions in Å, forces in eV/Å.

Output
- LUMO energy (eV) = 3.3
- E_tot (eV) = -13160.8017
- HOMO level (eV) = -3.559
- 2S+1 = 1
- net charge = -1

=====

(2)
The following is a DFT calculation (the ωB97M-V functional and the def2-TZVPD basis) of a structure of composition C6H17InN2O4PPbS.

Structure (XYZ):
```
33
Properties=species:S:1:pos:R:3:forces:R:3:lowdin_charge:R:1
C 1.54419 2.48299 1.87274 -0.220 -1.306 -0.242 -0.25
C 0.50457 2.65028 0.71805 0.473 -1.254 -0.845 -0.64
O -0.13422 3.62331 0.74483 -1.677 3.538 0.686 0.18
N 0.35939 1.67718 -0.20835 2.028 -1.232 0.473 -0.10
C 1.24821 1.84893 -1.38065 -1.104 0.153 -0.609 -0.08
In 0.40480 -0.25629 0.67823 -1.464 -1.638 0.419 0.81
O 1.34081 -0.27057 2.51971 0.299 0.565 -0.346 -0.38
C -1.75059 -0.89174 0.96470 0.163 -0.159 -1.094 -0.21
C -2.24907 -1.30702 -0.45050 0.511 0.684 0.587 -0.39
C -3.74944 -1.00826 -0.68091 1.394 0.132 -0.338 -0.54
S -4.05648 -0.67147 -2.44828 -0.766 -0.316 -0.441 0.70
P 1.41002 -2.06007 -0.84611 1.611 0.042 0.061 0.42
N 2.95592 -1.90445 -1.04014 -0.428 0.739 0.290 -0.18
O 1.14951 -3.48150 -0.09803 -0.986 0.397 -0.591 -0.20
O 0.64388 -2.10078 -2.26677 -0.358 -0.772 1.127 -0.18
H 1.81155 3.49683 2.34321 -4.021 -1.145 0.466 -0.16
H 2.45874 1.89977 1.51396 -0.658 0.149 0.501 0.04
H 1.09273 1.91947 2.70191 0.213 -0.111 -0.050 0.11
H 0.66588 2.35923 -2.15913 0.245 0.201 0.099 0.10
H 2.13387 2.47572 -1.18310 0.069 -0.230 0.130 0.09
H 1.51083 0.88285 -1.81129 0.314 0.059 0.189 0.06
H 1.41394 -1.17961 2.83088 -0.051 0.131 0.091 -0.02
H -2.27013 0.02665 1.24751 0.082 -0.149 0.370 0.04
H -1.84189 -1.69720 1.68962 -0.018 0.256 0.218 0.05
H -1.67176 -0.69453 -1.15279 -0.297 -0.081 -0.226 0.04
H -1.97269 -2.34371 -0.66449 -0.277 -0.033 0.034 0.10
H -4.35295 -1.86929 -0.39976 -0.179 0.130 -0.106 0.08
H -4.01715 -0.14086 -0.07973 -0.191 -0.065 -0.062 0.06
H -2.93397 -0.08191 -2.91827 -0.019 -0.116 0.730 -0.15
H 3.27440 -1.07350 -0.54842 0.363 -0.121 -0.244 -0.05
H 1.84201 -3.59951 0.56808 0.074 -0.087 -0.254 0.07
H -0.22420 -2.52877 -2.15944 0.034 0.084 -0.393 0.07
Pb 3.45927 3.81780 2.10271 4.842 1.554 -0.631 1.51
```
Positions in Å, forces in eV/Å.

Output
- LUMO energy (eV) = -7.8
- E_tot (eV) = -48199.8840
- HOMO level (eV) = -10.379
- 2S+1 = 1
- net charge = +1

=====

(3)
The following is a DFT calculation (the ωB97M-V functional and the def2-TZVPD basis) of a cluster of 2 separate species, C6H17N2 in total.

Structure (XYZ):
```
25
Properties=species:S:1:pos:R:3:forces:R:3:nbo_charge:R:1
C 1.65960 1.27623 -1.78979 0.001 -0.176 0.101 -0.58
C 0.21892 1.32524 -1.16617 0.460 0.260 -1.164 -0.55
C -0.18411 0.03485 -0.65074 -1.501 1.243 1.536 0.35
C 0.24079 -0.43883 0.61553 1.479 -1.189 -0.920 -0.56
C -0.61512 0.35761 1.74428 -0.971 0.684 0.611 -0.14
N -0.33051 -0.05659 3.05224 0.455 -0.476 -0.261 -0.53
C -0.69701 -1.42221 3.41409 0.076 0.074 -0.148 -0.43
N -0.57776 -0.45479 -3.65489 0.162 0.103 -0.277 -1.07
H 1.56037 1.14139 -2.86409 -0.022 0.043 0.034 0.25
H 2.22823 0.43012 -1.40379 0.100 0.103 0.072 0.21
H 2.20528 2.19176 -1.57796 -0.074 -0.008 -0.013 0.24
H -0.45778 1.67411 -1.94367 -0.071 -0.094 0.095 0.27
H -1.12146 -0.37555 -1.02971 0.298 -0.313 -0.217 0.22
H 0.20218 2.05772 -0.34940 0.166 -0.208 0.223 0.28
H 1.29587 -0.22342 0.81238 -0.172 0.221 0.110 0.25
H 0.07334 -1.51236 0.73148 -0.251 0.128 0.200 0.26
H -0.38068 1.41218 1.62572 0.172 0.044 -0.076 0.22
H -1.68260 0.24004 1.55262 0.075 -0.209 -0.141 0.22
H 0.61956 0.16362 3.32919 -0.112 0.059 0.089 0.38
H -1.77236 -1.55152 3.30544 -0.049 0.032 0.135 0.21
H -0.39584 -1.60951 4.44172 -0.141 0.007 0.001 0.24
H -0.20789 -2.17210 2.77752 0.041 0.014 0.075 0.18
H -1.53168 -0.69880 -3.89668 -0.045 -0.015 0.176 0.38
H -0.35514 -0.84405 -2.74997 -0.127 -0.428 -0.243 0.32
H 0.00578 -0.94513 -4.32534 0.052 0.099 0.002 0.38
```
Positions in Å, forces in eV/Å.

Output
- energy relative to the best compared isomer or geometry (same formula, charge and spin) (kcal per mole) = 68.4
- LUMO energy (eV) = -6.2
- E_tot (eV) = -9469.0664
- HOMO level (eV) = -13.321
- 2S+1 = 1
- net charge = +1